DFT (ωB97M-V/def2-TZVPD) results for one molecule with the formula C2H2N2O.

Its charge is 0. The calculation puts the HOMO-LUMO gap at 0.4241 Eh. The highest occupied orbital energy comes out at -10.57 eV.

Each atom is followed by the atoms it is bonded to, with distances in Å.
Positions of all 7 atoms, in Å:
1 O 0.2232 -1.0587 0.2283  C4 1.682, C5 1.311
2 N 0.6198 1.0385 -0.4511  N3 1.376, C5 1.302
3 N -0.7284 1.0043 -0.1793  N2 1.376, C4 1.247
4 C -1.1563 -0.0969 0.2204  O1 1.682, N3 1.247, H6 1.115
5 C 1.0736 -0.1550 -0.1959  O1 1.311, N2 1.302, H7 1.096
6 H -2.1783 -0.4063 0.5422  C4 1.115
7 H 2.1446 -0.3256 -0.3527  C5 1.096

Here are the Mulliken charges for atoms 1 to 5, given in e:
1. O -0.382
2. N -0.434
3. N -0.120
4. C 0.071
5. C 0.130